Entry 1:
ORCA calculation (wB97M-V/def2-TZVPD) on a cluster of 11 separate species, C5H34N2O10S in total at a distorted geometry.

As for the total charge: +1. The calculation puts the frontier orbital gap (spin up / spin down) at 9.012 / 3.829 eV. As for the expectation value of S²: 0.753. The value obtained for the HOMO energy (spin up / spin down) is -12.519 / -12.516 eV. The multiplicity is 2.

Geometry (Å):
C: -2.064 0.466 1.791
N: -0.525 0.319 1.723
C: 0.087 1.744 1.944
C: 1.443 1.448 2.546
S: 2.863 1.425 1.631
C: -2.600 -0.719 0.890
N: -3.530 -0.144 -0.101
C: -3.326 -1.673 1.841
H: -2.352 0.356 2.863
H: -2.356 1.457 1.376
H: -0.276 0.171 0.738
H: -0.516 2.338 2.625
H: -0.031 2.229 0.945
H: 1.562 2.249 3.298
H: 1.481 0.590 3.290
H: -1.673 -1.240 0.444
H: 2.456 0.434 0.901
H: -4.388 -0.669 -0.291
H: -3.195 -0.097 -1.057
H: -4.382 -1.813 1.435
H: -2.788 -2.646 1.742
H: -3.466 -1.331 2.906
H: -0.382 -1.199 -4.187
H: -1.063 -0.199 -5.292
O: -0.613 -1.006 -5.093
H: 3.885 -2.074 0.201
H: 2.481 -2.280 0.637
O: 3.305 -1.894 0.972
H: 2.941 -1.113 -1.605
H: 2.980 -2.555 -2.140
O: 3.546 -1.797 -1.898
H: 0.672 -3.261 -0.314
H: 0.421 -2.160 0.704
O: 0.769 -2.311 -0.188
H: 2.971 -1.550 3.000
H: 1.579 -1.314 2.773
O: 2.153 -1.567 3.513
H: -2.932 1.675 -4.171
H: -1.762 1.113 -4.967
O: -2.589 0.852 -4.552
H: 1.050 0.025 -3.305
H: 2.230 -0.887 -3.684
O: 1.435 -0.861 -3.145
H: 0.488 2.832 -3.504
H: -0.851 2.136 -3.139
O: -0.277 2.373 -3.872
H: -1.113 0.501 5.196
H: -0.527 -0.514 4.212
O: -0.571 -0.299 5.141
H: -3.187 2.540 -1.449
H: -2.844 3.778 -2.170
O: -2.670 2.827 -2.218

Entry 2:
ORCA calculation (wB97M-V/def2-TZVPD) on a structure of composition C10H12ClOP at a distorted geometry.

As for the total charge: 0. The calculation puts the frontier orbital gap at 9.311 eV. The value obtained for the HOMO energy is -8.836 eV.

Geometry (Å):
C: 1.557 -1.043 3.056
C: 2.262 -0.197 2.119
C: 0.264 -1.314 2.884
C: 1.697 0.181 0.971
C: -0.188 0.741 -3.173
C: 0.620 1.354 -2.351
C: -0.522 -0.743 1.745
C: -1.436 0.034 -2.704
C: -1.917 0.524 -1.341
C: 0.344 -0.289 0.579
O: -0.798 2.216 0.596
P: -0.500 1.113 -0.319
Cl: 0.567 -1.637 -0.603
H: 2.104 -1.437 3.898
H: 3.264 0.120 2.370
H: -0.284 -1.926 3.585
H: 2.217 0.788 0.243
H: 0.010 0.662 -4.236
H: 1.541 1.880 -2.467
H: -1.262 -1.471 1.400
H: -1.074 0.138 2.110
H: -2.229 0.160 -3.445
H: -1.201 -1.033 -2.654
H: -2.537 1.419 -1.444
H: -2.496 -0.239 -0.818

Entry 3:
ORCA calculation (wB97M-V/def2-TZVPD) on an isolated molecule of C5H7NO at a distorted geometry.

As for the total charge: 0. The calculation puts the frontier orbital gap at 9.367 eV. The structure (SMILES) is C1=C[C@@H]2NC[C@H]2O1. The value obtained for the HOMO energy is -8.263 eV.

Geometry (Å):
C: -1.895 0.285 -0.031
C: -1.336 -1.004 0.098
C: 0.109 -0.889 -0.234
N: 1.811 -0.934 0.110
C: 1.755 0.551 -0.060
C: 0.262 0.607 0.302
O: -1.005 1.241 -0.259
H: -3.037 0.468 -0.315
H: -1.941 -1.872 0.646
H: 0.043 -0.716 -1.353
H: 2.090 -1.052 0.991
H: 2.645 0.972 0.443
H: 2.113 0.833 -1.032
H: 0.078 0.676 1.470

Entry 4:
ORCA calculation (wB97M-V/def2-TZVPD) on a structure of composition C15H24BeFN3O4P at a distorted geometry.

As for the total charge: +1. The calculation puts the frontier orbital gap at 2.347 eV. The value obtained for the HOMO energy is -10.568 eV.

Geometry (Å):
Be: -2.897 -1.084 -0.959
F: -0.580 -0.490 -0.494
C: -0.905 1.490 2.035
O: -2.205 2.009 2.148
P: -3.457 1.020 2.313
O: -3.555 0.032 1.179
O: -3.273 0.328 3.774
C: -4.229 -0.582 4.241
O: -4.639 2.067 2.534
C: -5.273 2.618 1.305
H: -0.437 1.733 1.081
H: -0.827 0.417 2.214
H: -0.251 1.910 2.800
H: -4.612 -0.350 5.234
H: -3.932 -1.630 4.182
H: -5.130 -0.600 3.628
H: -5.338 3.703 1.222
H: -6.282 2.207 1.272
H: -4.799 2.411 0.345
N: 1.728 -2.309 -1.600
C: 2.427 -2.662 -2.747
C: 3.265 -3.698 -2.514
C: 3.146 -4.050 -1.126
C: 2.192 -3.170 -0.565
H: 1.014 -1.602 -1.500
H: 2.170 -2.245 -3.709
H: 3.934 -4.175 -3.215
H: 3.770 -4.821 -0.697
H: 1.951 -3.058 0.482
N: 0.521 0.728 -3.091
C: 1.830 0.894 -3.526
C: 1.774 2.022 -4.402
C: 0.436 2.399 -4.490
C: -0.304 1.599 -3.706
H: 0.221 0.084 -2.373
H: 2.541 0.290 -2.981
H: 2.642 2.508 -4.822
H: 0.094 3.223 -5.099
H: -1.335 1.530 -3.391
N: 1.852 -0.130 0.919
C: 2.062 -0.493 2.219
C: 3.333 -0.266 2.603
C: 4.012 0.169 1.451
C: 3.021 0.393 0.452
H: 1.040 -0.299 0.343
H: 1.253 -0.956 2.766
H: 3.903 -0.368 3.515
H: 5.004 0.581 1.335
H: 3.121 0.673 -0.586

Entry 5:
ORCA calculation (wB97M-V/def2-TZVPD) on a structure of composition C5H7MgO4 at a distorted geometry.

As for the total charge: +1. The calculation puts the frontier orbital gap at 5.501 eV. The value obtained for the HOMO energy is -12.247 eV.

Geometry (Å):
H: 2.429 -0.815 0.332
Mg: 2.022 2.331 -0.219
O: 2.893 1.098 0.954
O: 1.352 -0.300 1.969
C: 0.091 0.334 2.079
C: -0.456 0.258 0.663
O: 0.944 0.636 -0.071
C: 2.013 0.103 0.788
H: -0.479 -0.146 2.881
H: 0.201 1.377 2.415
H: -1.055 1.110 0.329
H: -0.630 -0.721 0.202
H: -2.499 -1.926 0.682
O: -4.341 -0.262 2.578
C: -2.393 -1.534 1.696
C: -3.459 -0.903 2.201
H: -1.785 -2.092 2.414

Entry 6:
ORCA calculation (wB97M-V/def2-TZVPD) on an isolated molecule of C4H9NO.

As for the total charge: 0. The calculation puts the frontier orbital gap at 9.558 eV. The value obtained for the HOMO energy is -8.477 eV.

Geometry (Å):
C: -1.898 0.480 0.262
C: -1.284 -0.499 -0.733
N: -0.111 0.059 -1.407
C: 1.120 0.232 -0.917
O: 1.137 -0.268 0.335
C: 2.396 -0.122 0.979
H: -2.786 0.047 0.734
H: -2.192 1.408 -0.239
H: -1.172 0.724 1.043
H: -0.983 -1.421 -0.228
H: -2.012 -0.767 -1.507
H: -0.248 0.442 -2.329
H: 2.820 0.858 0.750
H: 3.090 -0.902 0.650
H: 2.217 -0.219 2.052

Entry 7:
ORCA calculation (wB97M-V/def2-TZVPD) on a structure of composition C4H12O2 at a distorted geometry.

As for the total charge: 0. The calculation puts the frontier orbital gap at 9.049 eV. The value obtained for the HOMO energy is -9.110 eV.

Geometry (Å):
C: 0.666 -0.911 1.926
C: 0.176 0.229 1.079
C: 1.038 0.946 0.253
C: 0.374 1.958 -0.630
H: 1.475 -1.438 1.408
H: 1.094 -0.606 2.883
H: -0.121 -1.627 2.171
H: -0.850 0.569 1.008
H: 2.074 1.124 0.525
H: -0.383 1.459 -1.225
H: -0.136 2.687 0.021
H: 1.036 2.519 -1.290
H: -2.611 -1.264 -1.254
H: -1.127 -0.854 -0.909
O: -2.113 -0.710 -0.652
H: 0.594 -0.275 -0.191
H: 0.205 -1.947 -1.414
O: 0.281 -0.989 -1.505

Entry 8:
ORCA calculation (wB97M-V/def2-TZVPD) on a structure of composition C27H46GeN5O4SSi3Ti at a distorted geometry.

As for the total charge: 0. The calculation puts the frontier orbital gap (spin up / spin down) at 6.941 / 6.700 eV. As for the expectation value of S²: 0.764. The value obtained for the HOMO energy (spin up / spin down) is -6.980 / -6.859 eV. The multiplicity is 2.

Geometry (Å):
Ti: -0.064 -0.174 0.119
C: -4.676 -4.967 4.197
C: -3.894 -4.325 3.083
C: -2.501 -4.413 3.056
C: -1.762 -3.826 2.048
C: -2.435 -3.148 1.040
C: -3.814 -3.050 1.030
C: -4.535 -3.643 2.058
S: -1.524 -2.405 -0.248
O: -0.127 -2.188 0.245
O: -1.540 -3.319 -1.360
N: -2.125 -1.028 -0.696
C: -2.585 0.157 -0.078
C: -3.942 0.433 0.056
C: -4.319 1.640 0.607
C: -3.353 2.550 1.017
C: -2.028 2.215 0.829
N: -1.664 1.063 0.270
H: -4.285 -4.670 5.171
H: -4.613 -6.055 4.139
H: -5.728 -4.690 4.153
H: -1.988 -4.944 3.850
H: -0.682 -3.882 2.043
H: -4.323 -2.535 0.226
H: -5.616 -3.570 2.062
H: -4.661 -0.298 -0.282
H: -5.370 1.874 0.718
H: -3.611 3.496 1.468
H: -1.224 2.880 1.119
C: 0.131 -0.811 4.128
C: -0.228 -0.467 2.717
O: -1.323 -0.787 2.218
O: 0.640 0.150 1.999
H: -0.714 -1.288 4.618
H: 0.428 0.084 4.674
H: 0.991 -1.483 4.116
C: 3.486 0.693 3.234
Si: 3.491 1.307 1.470
C: 2.476 2.900 1.407
C: 5.270 1.794 1.120
Ge: 2.583 -0.137 -0.160
Si: 3.547 0.702 -2.170
C: 3.199 -0.279 -3.729
C: 5.412 0.788 -2.140
C: 2.895 2.453 -2.437
Si: 3.343 -2.337 0.136
C: 2.677 -3.450 -1.209
C: 5.207 -2.436 0.050
C: 2.819 -3.008 1.799
H: 4.243 1.249 3.795
H: 3.710 -0.373 3.324
H: 2.513 0.867 3.687
H: 2.437 3.382 2.390
H: 1.446 2.694 1.103
H: 2.897 3.613 0.693
H: 5.762 2.142 2.034
H: 5.325 2.602 0.385
H: 5.847 0.951 0.731
H: 3.645 -1.275 -3.666
H: 3.667 0.244 -4.570
H: 2.143 -0.399 -3.970
H: 5.845 -0.210 -2.040
H: 5.786 1.397 -1.318
H: 5.781 1.219 -3.078
H: 2.149 2.731 -1.689
H: 2.434 2.560 -3.424
H: 3.712 3.178 -2.369
H: 2.914 -3.051 -2.199
H: 1.594 -3.579 -1.137
H: 3.140 -4.439 -1.129
H: 5.559 -2.183 -0.953
H: 5.569 -3.442 0.289
H: 5.666 -1.732 0.750
H: 1.745 -2.881 1.958
H: 3.346 -2.488 2.603
H: 3.051 -4.076 1.866
N: -0.883 -2.194 -4.171
C: -0.796 -0.944 -3.628
C: 0.094 -0.732 -2.531
N: 0.160 0.426 -1.924
C: -0.550 1.435 -2.457
C: -1.352 1.252 -3.553
N: -1.498 0.050 -4.127
H: -0.822 -2.951 -3.502
H: -1.653 -2.291 -4.815
H: 0.758 -1.524 -2.196
H: -0.436 2.406 -1.992
H: -1.898 2.086 -3.976

Entry 9:
ORCA calculation (wB97M-V/def2-TZVPD) on a structure of composition C33H42IrN8O2P.

As for the total charge: +2. The calculation puts the frontier orbital gap at 6.411 eV. The value obtained for the HOMO energy is -12.638 eV.

Geometry (Å):
Ir: 0.828 -0.326 -0.602
N: 2.893 -0.024 -0.492
C: 3.564 -0.139 0.806
C: 4.912 -0.423 0.905
C: 5.473 -0.513 2.173
C: 4.696 -0.325 3.310
C: 3.342 -0.055 3.192
C: 2.774 0.032 1.926
P: 1.031 0.311 1.579
C: 0.044 -0.556 2.809
C: -0.152 -1.936 2.731
C: -0.847 -2.600 3.725
C: -1.353 -1.892 4.808
C: -1.156 -0.523 4.899
C: -0.461 0.149 3.904
C: 0.770 2.085 1.805
C: -0.513 2.635 1.826
C: -0.680 4.004 1.960
C: 0.427 4.836 2.074
C: 1.704 4.295 2.055
C: 1.878 2.926 1.918
H: 3.387 -0.605 -1.167
H: 2.951 0.940 -0.834
H: 5.521 -0.566 0.021
H: 6.527 -0.737 2.273
H: 5.147 -0.401 4.289
H: 2.727 0.069 4.076
H: 0.242 -2.496 1.899
H: -0.999 -3.669 3.657
H: -1.898 -2.412 5.585
H: -1.543 0.027 5.746
H: -0.313 1.216 3.990
H: -1.385 2.002 1.769
H: -1.679 4.420 1.995
H: 0.293 5.903 2.195
H: 2.568 4.938 2.161
H: 2.881 2.520 1.912
C: -0.419 4.957 -1.779
N: 0.448 3.837 -1.449
C: 0.028 2.581 -1.309
N: -1.260 2.294 -1.441
O: 0.907 1.691 -1.037
H: 0.191 5.851 -1.863
H: -1.159 5.125 -0.994
H: -0.920 4.799 -2.735
H: 1.434 3.988 -1.323
H: -1.943 3.008 -1.626
H: -1.557 1.330 -1.390
N: 2.618 -5.149 0.507
N: 1.792 -4.186 -0.011
N: 0.638 -4.490 -0.556
C: 0.130 -3.295 -0.810
N: 0.971 -2.336 -0.408
N: 2.049 -2.927 0.103
H: 2.422 -6.025 0.036
H: 3.582 -4.850 0.427
H: -0.816 -3.113 -1.288
C: -0.170 0.603 -4.563
C: -0.776 -0.799 -4.480
C: 0.305 -1.838 -4.185
C: -2.022 -0.857 -3.604
C: -3.250 -0.925 -4.256
C: -4.447 -1.000 -3.568
C: -4.421 -1.047 -2.187
C: -3.228 -0.982 -1.469
C: -3.307 -1.076 0.041
C: -2.518 -2.238 0.643
C: -2.912 0.226 0.726
C: -2.035 -0.840 -2.196
O: -0.845 -0.619 -1.558
H: 0.617 0.637 -5.319
H: 0.274 0.891 -3.608
H: -0.924 1.344 -4.828
H: -1.143 -1.046 -5.479
H: 0.901 -1.577 -3.307
H: 0.994 -1.902 -5.029
H: -0.121 -2.831 -4.029
H: -3.255 -0.927 -5.340
H: -5.385 -1.048 -4.102
H: -5.349 -1.146 -1.637
H: -4.360 -1.260 0.265
H: -1.452 -2.000 0.685
H: -2.662 -3.159 0.076
H: -2.846 -2.426 1.667
H: -1.852 0.408 0.544
H: -3.063 0.159 1.807
H: -3.485 1.078 0.356

Entry 10:
ORCA calculation (wB97M-V/def2-TZVPD) on a structure of composition C32H49BCl16N2O7S2 at a distorted geometry.

As for the total charge: 0. The calculation puts the frontier orbital gap at 7.460 eV. The value obtained for the HOMO energy is -8.197 eV.

Geometry (Å):
C: 2.666 1.330 5.261
C: 2.504 1.429 3.598
N: 1.941 0.213 2.955
C: 0.738 0.392 2.080
C: -0.410 1.024 3.094
S: -0.556 0.079 4.749
C: -1.360 1.318 5.961
C: -2.440 2.317 5.212
C: 0.308 -1.063 1.390
C: -1.145 -1.626 1.803
C: 0.808 -1.241 -0.186
C: 2.436 -1.211 -0.391
C: 3.471 -1.736 0.701
C: 3.360 -3.221 1.331
O: 4.430 -3.325 2.380
B: 0.468 -2.784 -0.781
O: 0.153 -3.073 -2.209
N: 0.517 -4.060 0.070
C: 1.428 -4.989 -0.768
C: -0.795 -4.825 0.039
C: 0.202 -0.067 -1.208
C: 0.963 -0.045 -2.703
C: 1.942 1.248 -2.935
C: 1.113 2.517 -3.645
C: 1.135 2.465 -5.286
O: 1.173 1.112 -5.865
C: 0.049 0.862 -6.780
O: -0.821 -0.112 -6.406
C: -1.364 -0.235 -1.645
C: -2.533 0.193 -0.595
C: -2.739 1.650 0.134
C: -3.987 2.027 1.172
C: -5.166 0.895 1.526
C: -4.993 -0.553 0.769
C: -3.731 -0.930 -0.263
C: -3.791 -2.442 -0.899
O: 0.322 1.303 -0.775
S: 0.934 1.685 0.707
O: 0.262 3.066 1.103
O: 2.439 2.134 0.509
H: 2.545 0.204 5.558
H: 3.707 1.801 5.572
H: 1.777 1.945 5.729
H: 1.989 2.461 3.293
H: 3.629 1.544 3.211
H: 1.943 -0.646 3.537
H: -0.154 2.128 3.463
H: -1.472 1.160 2.566
H: -0.498 1.994 6.382
H: -1.898 0.748 6.830
H: -3.058 1.755 4.370
H: -1.841 3.197 4.708
H: -3.207 2.772 5.982
H: 1.038 -1.826 1.960
H: -1.059 -2.082 2.907
H: -2.021 -0.824 1.918
H: -1.638 -2.467 1.174
H: 2.824 -0.118 -0.682
H: 2.703 -1.852 -1.368
H: 3.754 -0.996 1.594
H: 4.518 -1.774 0.108
H: 2.372 -3.521 1.862
H: 3.708 -3.990 0.487
H: 5.294 -3.622 1.962
H: 0.980 -3.111 -2.770
H: 1.913 -5.767 -0.027
H: 0.856 -5.520 -1.639
H: 2.338 -4.337 -1.181
H: -1.474 -4.610 -0.885
H: -1.305 -4.666 1.083
H: -0.511 -5.983 -0.006
H: 1.542 -1.019 -2.965
H: 0.178 0.034 -3.604
H: 2.589 1.574 -2.023
H: 2.722 0.916 -3.776
H: 0.022 2.561 -3.191
H: 1.741 3.484 -3.337
H: 2.037 3.132 -5.687
H: 0.152 2.980 -5.710
H: -0.066 1.439 -7.809
H: -1.534 0.606 -2.486
H: -1.652 -1.228 -2.185
H: -1.983 2.516 -0.078
H: -4.081 3.080 1.686
H: -6.088 1.126 2.239
H: -5.836 -1.371 0.970
H: -2.699 -2.824 -1.132
H: -4.314 -2.327 -1.966
H: -4.443 -3.207 -0.296
C: -2.592 5.068 -2.188
Cl: -2.367 6.836 -2.183
Cl: -4.065 4.654 -1.276
Cl: -2.752 4.495 -3.867
Cl: -1.183 4.288 -1.426
C: -6.446 -1.207 4.854
Cl: -7.466 -0.252 5.959
Cl: -4.978 -1.741 5.712
Cl: -7.354 -2.632 4.289
Cl: -5.985 -0.204 3.455
C: 6.493 2.651 1.751
Cl: 6.500 3.318 0.099
Cl: 8.088 2.910 2.502
Cl: 5.241 3.471 2.718
Cl: 6.144 0.905 1.685
C: 1.350 0.051 -10.327
Cl: -0.093 -0.131 -11.356
Cl: 2.098 1.640 -10.627
Cl: 0.876 -0.068 -8.613
Cl: 2.520 -1.237 -10.710

DFT total energy values (in eV) by entry order: -40016.29036, -34421.83784, -8829.92237, -41001.14388, -18924.41799, -7829.82181, -8434.32922, -158490.13104, -63034.04770, -273972.19286.